{
  "formula": "C3H12N2",
  "method": "wB97M-V/def2-TZVPD",
  "smiles": "CCN.CN",
  "relative_energy_kcal_mol": 16.8,
  "orbital_gap_ev": 10.04,
  "energy_ha": -230.9646,
  "charge": 0,
  "lumo_energy_ev": 1.167,
  "homo_ha": -0.3261,
  "species": ["C", "C", "N", "H", "H", "H", "H", "H", "H", "H", "C", "N", "H", "H", "H", "H", "H"],
  "coordinates": [[3.170634, -1.121365, 0.275092], [4.251041, -0.073502, -0.094466], [5.576834, -0.488190, 0.408395], [3.748673, -1.990426, 0.046333], [2.285971, -1.081595, -0.354770], [2.965568, -1.273557, 1.326780], [3.961438, 0.939022, 0.232139], [4.398560, 0.084367, -1.163642], [5.519792, -0.814259, 1.367497], [5.821508, -1.228377, -0.239812], [-6.359926, 1.470689, -0.300723], [-5.520710, 0.301408, -0.034916], [-6.951310, 1.266726, -1.205945], [-7.022552, 1.606241, 0.546111], [-5.795873, 2.394411, -0.449664], [-5.425132, -0.374235, -0.773447], [-4.624510, 0.382639, 0.415032]],
  "atomic_forces_ev_per_a": [[1.157, 0.247, -1.058], [-0.380, 0.846, 0.994], [-0.577, 0.741, -0.609], [-0.266, -1.300, -0.497], [-0.183, 0.023, 0.221], [-0.265, 0.750, 0.307], [0.323, -0.296, 0.377], [-0.409, -0.506, -0.152], [0.080, -0.228, -0.255], [0.520, -0.279, 0.672], [0.560, -0.604, -0.153], [-0.043, -0.670, 0.008], [0.112, 0.197, 0.386], [-0.320, 0.221, 0.026], [0.008, -0.005, -0.106], [-0.187, 0.235, -0.232], [-0.129, 0.625, 0.073]]
}

***

{
  "formula": "C3H12N2O",
  "method": "wB97M-V/def2-TZVPD",
  "smiles": "NCCCN.O",
  "relative_energy_kcal_mol": 12.8,
  "orbital_gap_ev": 10.15,
  "energy_ha": -306.2236,
  "charge": 0,
  "lumo_energy_ev": 0.918,
  "homo_ha": -0.3393,
  "species": ["N", "C", "C", "C", "N", "H", "H", "H", "H", "H", "H", "H", "H", "H", "H", "O", "H", "H"],
  "coordinates": [[1.270033, -0.159742, -2.436682], [0.634144, -1.093601, -1.501942], [-0.788668, -0.687975, -1.183100], [-1.392282, -1.659531, -0.148571], [-2.857107, -1.623387, 0.022296], [2.267478, -0.214360, -2.299092], [0.926321, -0.380999, -3.360636], [0.633287, -2.141847, -1.802573], [1.204327, -1.086148, -0.589658], [-1.518163, -0.500559, -1.978947], [-0.739502, 0.268430, -0.669782], [-1.024926, -2.683982, -0.257741], [-0.947022, -1.364319, 0.790316], [-3.094635, -0.686159, 0.331272], [-3.238969, -1.678395, -0.912086], [2.664006, 4.412649, 4.649740], [3.147464, 4.150457, 3.857232], [1.735381, 4.418511, 4.392876]],
  "atomic_forces_ev_per_a": [[-0.642, -0.411, 0.796], [-0.478, 0.295, -0.601], [-0.628, -0.028, 1.190], [0.145, 0.220, 0.360], [0.746, 0.150, -0.343], [0.091, -0.020, -0.801], [0.709, 0.183, -0.241], [0.120, -0.196, -0.443], [0.192, 0.145, 0.588], [0.556, -0.471, -0.545], [0.045, 0.390, -0.054], [-0.372, -0.078, -0.487], [0.011, 0.033, 0.582], [-0.112, -0.027, 0.126], [-0.384, -0.185, -0.125], [0.006, -0.033, -0.106], [-0.121, 0.045, 0.115], [0.115, -0.011, -0.011]]
}

***

{
  "formula": "C3H12N2O",
  "method": "wB97M-V/def2-TZVPD",
  "smiles": "NCCCN.O",
  "relative_energy_kcal_mol": 8.4,
  "orbital_gap_ev": 9.92,
  "energy_ha": -306.2305,
  "charge": 0,
  "lumo_energy_ev": 0.589,
  "homo_ha": -0.3429,
  "species": ["N", "C", "C", "C", "N", "H", "H", "H", "H", "H", "H", "H", "H", "H", "H", "O", "H", "H"],
  "coordinates": [[2.008054, 0.371530, -1.785446], [0.693750, 0.710127, -1.212270], [-0.052010, -0.444712, -0.590743], [-1.425009, -0.083783, -0.005853], [-2.219205, -1.313207, 0.159150], [1.993553, -0.605685, -2.047436], [2.659320, 0.324108, -1.001379], [0.097385, 1.249335, -1.936802], [0.867999, 1.438863, -0.415347], [-0.326000, -1.234670, -1.297694], [0.556011, -0.943794, 0.164164], [-1.904492, 0.561759, -0.737998], [-1.325771, 0.433843, 0.935183], [-1.768516, -1.912455, 0.839990], [-3.109790, -1.041459, 0.560411], [0.731223, 0.943156, 2.830861], [1.406567, 1.403839, 2.324635], [1.116931, 0.143205, 3.216574]],
  "atomic_forces_ev_per_a": [[0.156, -0.308, 0.731], [0.420, 0.261, 0.590], [-1.031, -0.639, 0.053], [0.592, -0.489, -0.264], [-0.154, 0.417, -0.132], [-0.213, -0.149, -0.560], [0.062, 0.344, -0.184], [-0.260, -0.141, -0.394], [0.043, 0.143, -0.030], [0.434, 0.121, -0.423], [0.193, 0.106, 0.194], [-0.335, 0.080, 0.053], [0.155, 0.535, 0.308], [0.010, -0.032, 0.061], [-0.070, -0.240, 0.009], [-0.266, -0.199, 0.141], [0.155, -0.242, 0.132], [0.111, 0.432, -0.284]]
}